Entry from OMol25: C3H9NO3 as an isolated structure at a distorted geometry (ωB97M-V/def2-TZVPD).

Its relative energy (zero: lowest compared OMol25 entry of this formula, charge and spin) is 4.848 eV. As for the HOMO-LUMO gap: 9.28 eV. The highest occupied orbital energy is -8.6 eV. Its LUMO energy is 0.7 eV.

```
! RIJCOSX wB97M-V def2-TZVPD def2/J DEFGRID3
* xyz 0 1
C 2.1010 -0.2492 0.4012
O 1.1555 0.7806 0.4894
H 0.5863 1.1552 -0.5991
H 1.9172 -0.9071 -0.4626
H 2.0871 -0.8655 1.3098
H 3.1161 0.1582 0.3002
C -1.2905 -0.8904 0.4155
C -1.0332 0.5301 0.0554
O -0.6092 -0.0828 -2.0881
O -1.3457 1.5118 0.9073
N -0.6489 0.9866 -1.1353
H -0.7963 0.3710 -2.9179
H -1.1406 1.2316 1.8091
H -2.3476 -1.1088 0.2435
H -0.6943 -1.5625 -0.1947
H -1.0569 -1.0590 1.4664
*
```

***

Entry from OMol25: a 2-piece molecular cluster, C6H13NO3 overall at a distorted geometry (ωB97M-V/def2-TZVPD).

As for the SMILES: O=CN[C@H]1C[C@H](CO)C1.O. Its relative energy (zero: lowest compared OMol25 entry of this formula, charge and spin) is 2.315 eV. As for the HOMO-LUMO gap: 10.38 eV. The highest occupied orbital energy is -9.8 eV. Its LUMO energy is 0.6 eV.

```
! RIJCOSX wB97M-V def2-TZVPD def2/J DEFGRID3
* xyz 0 1
O 0.5819 1.2638 3.4768
C -0.2482 0.4627 2.6563
C -0.4012 1.1323 1.3057
C 0.8606 1.0748 0.4088
C 0.2334 -0.1266 -0.3316
C -1.1368 0.2482 0.2672
N 0.3376 -0.1856 -1.7726
C 1.3080 -1.0295 -2.4503
O 2.1486 -1.7286 -1.9069
H 0.7429 0.8101 4.3078
H 0.1880 -0.5452 2.5333
H -1.2458 0.3393 3.1140
H -0.8265 2.1352 1.4497
H 0.9326 1.9520 -0.2482
H 1.8289 0.9088 0.8993
H 0.5982 -1.0793 0.0692
H -1.7576 -0.5777 0.6408
H -1.7334 0.8568 -0.4257
H -0.0169 0.6049 -2.2996
H 1.3607 -0.7644 -3.5244
H -1.1152 -1.3949 -2.1446
O -1.2380 -2.3435 -2.5625
H -1.4018 -2.0137 -3.4626
*
```

***

Entry from OMol25: one molecule with the formula C20H26O3 at a distorted geometry (ωB97M-V/def2-TZVPD).

As for the SMILES: C=C(C)c1ccc2c(c1)CC[C@H]1[C@@](CO)(C(=O)O)CCC[C@]21C. Its relative energy (zero: lowest compared OMol25 entry of this formula, charge and spin) is 1.856 eV. As for the HOMO-LUMO gap: 8.96 eV. The highest occupied orbital energy is -8.4 eV. Its LUMO energy is 0.6 eV.

```
! RIJCOSX wB97M-V def2-TZVPD def2/J DEFGRID3
* xyz 0 1
O 3.0664 0.4070 3.6085
O 1.2624 1.7689 3.7073
O 3.9316 3.0270 2.0136
C 2.2740 1.1468 3.0365
C -4.8982 -0.1071 -3.4011
C -3.9165 -1.0483 -3.1614
C -2.0196 -1.9557 -1.8589
C -2.5123 0.2942 -1.6266
C -0.8504 -1.8825 -1.0592
C -2.8211 -0.8963 -2.2151
C -1.3976 0.3934 -0.7523
C -0.4900 -0.6619 -0.5233
C -4.2030 -2.4169 -3.6732
C -1.1697 1.8058 -0.0301
C 3.2171 -1.2024 0.9021
C 2.8260 2.6887 1.1770
C 3.5888 0.2263 1.0073
C 0.0805 -1.0757 1.7966
C 1.9656 -1.2302 -0.0030
C -0.1754 1.6370 1.0705
C 2.3861 1.2240 1.4971
C 0.7045 -0.4740 0.4948
C 1.1115 0.9931 0.6480
H 1.2154 1.3383 4.5867
H 4.1324 2.3239 2.6609
H -5.0580 0.8315 -2.7425
H -5.6393 -0.4295 -4.1315
H -2.2173 -2.9855 -2.2815
H -3.1656 1.1409 -1.8592
H -0.3759 -2.9296 -1.0172
H -5.1816 -2.4740 -4.1993
H -3.2775 -2.5700 -4.2734
H -4.2645 -3.1264 -2.8709
H -2.0400 2.0066 0.4599
H -1.0170 2.5723 -0.7952
H 2.9107 -1.6519 1.8219
H 4.0810 -1.8792 0.4634
H 2.0481 3.3983 1.3668
H 3.0789 2.7045 0.0982
H 3.9530 0.4448 -0.0335
H 4.3568 0.2911 1.8115
H 0.0857 -2.1768 1.7645
H -1.0407 -0.8569 1.8815
H 0.6220 -0.8800 2.8015
H 1.7808 -2.2701 0.0199
H 2.2968 -0.8270 -0.9864
H 0.1101 2.6278 1.1823
H -0.6654 1.4016 2.0667
H 1.3104 1.3140 -0.4503
*
```

***

Entry from OMol25: an isolated ion of composition C5H8NO2 and charge -1 at a distorted geometry (ωB97M-V/def2-TZVPD).

As for the SMILES: N/C=C/CCC(=O)[O-]. Its relative energy (zero: lowest compared OMol25 entry of this formula, charge and spin) is 0.964 eV. As for the HOMO-LUMO gap: 7.46 eV. The highest occupied orbital energy is -3.8 eV. Its LUMO energy is 3.7 eV.

```
! RIJCOSX wB97M-V def2-TZVPD def2/J DEFGRID3
* xyz -1 1
O -2.2270 -1.5703 1.1162
C -1.2515 -1.1556 1.7452
O -0.4988 -1.8439 2.5060
C -0.8238 0.3479 1.6603
C -0.8585 0.6833 0.1554
C 0.3626 -0.0258 -0.5204
C 0.9938 0.5578 -1.5313
N 2.1954 0.0490 -2.1263
H -1.6059 0.8613 2.1863
H 0.1819 0.4631 2.0679
H -1.6627 0.1233 -0.3129
H -0.8145 1.7298 -0.1678
H 0.7792 -0.8528 0.0538
H 0.5338 1.3264 -2.1417
H 2.0237 -0.0468 -3.1120
H 2.6721 -0.6467 -1.5787
*
```

***

Entry from OMol25: a 13-piece molecular cluster, C57H56F27N8O27S9 overall at a distorted geometry (ωB97M-V/def2-TZVPD).

As for the HOMO-LUMO gap: 0.50 eV. The highest occupied orbital energy is -5.4 eV. Its LUMO energy is -4.9 eV.

```
! RIJCOSX wB97M-V def2-TZVPD def2/J DEFGRID3
* xyz -1 1
C -11.7352 8.8516 3.1386
N -11.1358 8.1964 4.3763
C -11.1356 6.8357 4.4931
C -10.5803 6.3187 5.6391
C -10.1716 7.1600 6.6882
C -10.1599 8.5663 6.5022
C -10.5541 9.0518 5.2838
C -9.7319 6.5304 7.9887
C -8.3672 6.5892 8.3513
C -7.9823 5.8812 9.5171
N -8.8659 5.0748 10.1516
C -10.0839 4.8478 9.6953
C -10.5557 5.6327 8.6584
C -8.3603 4.3196 11.3446
H -12.5581 9.5045 3.4298
H -12.0188 8.1454 2.3582
H -10.9157 9.4355 2.7195
H -11.5837 6.2126 3.7334
H -10.3734 5.2658 5.7617
H -9.8283 9.2711 7.2504
H -10.4987 10.0813 4.9620
H -7.6676 7.2380 7.8452
H -7.0032 6.0013 9.9568
H -10.7411 4.1704 10.2203
H -11.5357 5.4240 8.2554
H -8.7343 4.8690 12.2085
H -7.2883 4.2740 11.5369
H -8.6740 3.2795 11.2561
C 7.5182 -3.8132 -10.5295
N 8.3805 -4.3274 -9.4552
C 9.2714 -3.4533 -8.8932
C 10.0723 -3.8985 -7.8323
C 10.0437 -5.2536 -7.4845
C 9.0496 -6.0818 -8.0424
C 8.2239 -5.5962 -9.0526
C 11.0388 -5.8079 -6.5304
C 12.4310 -5.3758 -6.5861
C 13.4069 -5.8281 -5.6210
N 13.0375 -6.7491 -4.7183
C 11.7810 -7.2326 -4.6631
C 10.7705 -6.7115 -5.4629
C 13.8937 -7.1880 -3.6154
H 6.6144 -3.4852 -10.0160
H 7.2682 -4.6252 -11.2123
H 7.8797 -2.9601 -11.1037
H 9.1237 -2.4245 -9.1867
H 10.7329 -3.2516 -7.2742
H 9.1422 -7.1338 -7.8163
H 7.4077 -6.0791 -9.5693
H 12.7889 -4.7949 -7.4233
H 14.4224 -5.4625 -5.5831
H 11.6268 -8.0260 -3.9469
H 9.7733 -7.1253 -5.4882
H 14.7409 -6.5091 -3.5183
H 14.2499 -8.1915 -3.8482
H 13.3637 -7.1556 -2.6634
C 5.7468 -2.5727 6.5624
N 4.6495 -3.0246 5.6492
C 4.0083 -4.1490 5.8545
C 2.9864 -4.6192 5.0330
C 2.6676 -3.9008 3.8943
C 3.3481 -2.6485 3.7385
C 4.3724 -2.2266 4.5761
C 1.7836 -4.3900 2.8138
C 0.4313 -4.4284 3.1143
C -0.3725 -5.0142 2.1451
N 0.1439 -5.5655 1.0092
C 1.4472 -5.5497 0.6881
C 2.2890 -4.8883 1.6156
C -0.7683 -6.3400 0.1601
H 6.6544 -2.3665 5.9951
H 6.0538 -3.2126 7.3897
H 5.4502 -1.5999 6.9545
H 4.3136 -4.6589 6.7563
H 2.5052 -5.5637 5.2400
H 3.1431 -2.0028 2.8974
H 4.8444 -1.2616 4.4657
H 0.0511 -4.0307 4.0436
H -1.4053 -5.2488 2.3562
H 1.8025 -5.9599 -0.2457
H 3.3438 -4.7352 1.4415
H -0.1661 -7.1712 -0.2067
H -1.2439 -5.8285 -0.6768
H -1.6143 -6.7277 0.7275
C -5.0452 0.6558 -0.0679
N -3.6420 0.7085 -0.5154
C -2.6379 0.9265 0.3759
C -1.3050 1.0061 -0.0406
C -0.9865 0.8774 -1.4018
C -1.9700 0.5864 -2.3065
C -3.3822 0.5886 -1.8763
C 0.4747 1.0910 -1.7917
C 1.2437 0.1554 -2.5506
C 2.5920 0.4077 -2.9102
N 3.2176 1.5176 -2.4542
C 2.5160 2.4031 -1.8069
C 1.1650 2.2708 -1.4955
C 4.6287 1.7699 -2.8288
H -5.0062 0.5256 1.0136
H -5.5323 -0.2281 -0.4796
H -5.5499 1.5984 -0.2799
H -2.9295 1.0062 1.4128
H -0.4873 1.1672 0.6463
H -1.7488 0.4824 -3.3585
H -4.2019 0.4969 -2.5734
H 0.6766 -0.7090 -2.8628
H 3.0796 -0.3158 -3.5467
H 3.0887 3.1756 -1.3154
H 0.6991 3.0453 -0.9042
H 5.0317 0.7628 -2.7212
H 5.1897 2.2948 -2.0556
H 4.7482 2.2412 -3.8044
C 10.2122 9.5228 2.7003
F 9.8444 10.7215 2.1790
F 11.4151 9.3164 2.2088
F 10.3472 9.5978 4.0604
S 8.9084 8.1034 2.2823
O 7.5602 8.7318 2.3269
O 9.3783 7.8215 0.9381
O 9.1393 6.9759 3.1802
C -16.0935 -0.4079 5.0694
F -17.2934 -0.9325 5.3938
F -15.6545 0.3106 6.1456
F -15.1955 -1.3430 4.7150
S -16.3476 0.8595 3.5898
O -17.3199 0.2985 2.6138
O -16.8040 2.0671 4.2542
O -15.0080 1.0970 3.0576
C -2.9941 9.1241 1.8639
F -2.1762 10.2095 2.0781
F -4.1762 9.6136 1.9942
F -2.8077 8.5851 0.6675
S -2.7969 7.7938 3.2704
O -4.0359 6.9778 3.3512
O -1.7163 6.8748 2.8421
O -2.5757 8.5342 4.4869
C -1.5183 -7.9385 -9.0916
F -0.9354 -8.6220 -10.1037
F -2.6584 -7.3342 -9.5459
F -1.8555 -8.7929 -8.1505
S -0.2592 -6.5440 -8.5277
O 0.1963 -5.9528 -9.7921
O -1.0758 -5.6674 -7.6373
O 0.7737 -7.2551 -7.7855
C 9.7266 -4.6081 1.8150
F 8.5634 -4.6645 2.4457
F 10.6474 -4.0326 2.5520
F 10.0707 -5.7884 1.4514
S 9.5788 -3.4466 0.2673
O 10.8920 -3.3763 -0.2786
O 8.5317 -4.0804 -0.6082
O 9.0329 -2.1629 0.8186
C 16.0614 4.3550 -7.1276
F 17.2444 4.0278 -6.5929
F 15.3473 4.6501 -6.0326
F 16.0945 5.4716 -7.8880
S 15.2998 2.8651 -8.0400
O 16.1325 2.5454 -9.2142
O 15.3464 1.7936 -7.0132
O 13.9248 3.3086 -8.2041
C -9.2994 -4.6852 -5.6258
F -9.7294 -3.4246 -5.7992
F -9.9216 -5.4146 -6.5425
F -7.9705 -4.6035 -5.8745
S -9.5788 -5.2389 -3.7713
O -9.7686 -6.6794 -3.7788
O -8.3911 -4.8235 -3.0201
O -10.7772 -4.5126 -3.3421
C -6.8205 -2.5762 9.2402
F -8.1819 -2.3412 9.2345
F -6.2187 -1.4941 8.7008
F -6.3038 -2.7163 10.4513
S -6.4199 -4.1381 8.0906
O -5.0439 -4.5548 8.4928
O -7.3899 -5.1385 8.5359
O -6.5430 -3.7088 6.6944
C -7.8760 5.7116 -5.2879
F -7.7292 6.9310 -5.9192
F -7.1999 4.7171 -5.9466
F -7.3235 5.9621 -4.0952
S -9.7351 5.1653 -5.2723
O -10.4041 5.5486 -6.5573
O -9.6725 3.7133 -5.2110
O -10.2782 5.7877 -4.0613
*
```